# 1
A molecular structure, C12H20BrCaF6N3OSb in a non-equilibrium geometry. Source: the Open Molecules 2025 dataset; level of theory: the ωB97M-V functional and the def2-TZVPD basis.

```
45
Properties=species:S:1:pos:R:3:forces:R:3:mulliken_charge:R:1
Ca 1.90664 -0.66430 -1.63457 -1.22 0.30 -0.31 1.429
C 2.30100 -0.85756 4.40137 0.07 0.00 0.06 -1.363
C 2.94555 -0.77538 3.04831 0.41 0.02 -0.04 0.529
C 4.33480 -0.71849 2.86398 -0.46 -0.02 0.13 -0.382
C 4.86212 -0.65373 1.59406 -0.19 0.00 -0.58 -0.626
C 3.97080 -0.64637 0.51133 0.45 0.01 1.46 0.658
Br 4.69549 -0.57050 -1.23115 0.62 0.05 -0.17 -0.185
N 2.66518 -0.68749 0.66210 0.23 0.10 0.09 -0.203
C 2.17108 -0.75134 1.90776 -0.08 -0.04 -0.29 -0.599
H 3.05318 -0.86691 5.18895 -0.03 0.00 0.00 0.368
H 1.70112 -1.76380 4.49443 0.02 -0.01 -0.01 0.344
H 1.63970 -0.00762 4.57301 0.02 0.02 -0.01 0.326
H 4.99865 -0.72653 3.72026 -0.03 0.00 -0.01 0.370
H 5.92913 -0.60846 1.43209 -0.02 0.00 -0.06 0.388
H 1.09113 -0.79544 1.98465 0.00 0.02 -0.05 0.526
C -3.20988 -2.18635 -2.53121 -0.01 0.02 0.05 -0.859
C -3.22666 -0.66210 -2.50816 -0.07 0.14 0.06 -1.194
N -2.76486 -0.06658 -1.25635 0.31 -0.08 -0.05 0.233
C -3.77480 0.43589 -0.32971 -0.02 0.04 -0.14 -0.763
C -4.34596 -0.63314 0.59157 0.02 -0.03 0.00 -1.019
C -1.43555 -0.02840 -0.97796 -0.20 0.19 0.15 1.091
C -1.00781 0.63372 0.30484 0.05 -0.06 -0.09 -1.212
N -0.51001 -0.49269 -1.75279 0.04 -0.03 -0.16 -0.659
H -3.56266 -2.54619 -3.49809 0.00 -0.01 0.00 0.376
H -3.86266 -2.58945 -1.75693 0.01 -0.02 -0.02 0.244
H -2.20908 -2.58373 -2.36431 -0.01 -0.01 0.00 0.297
H -4.24228 -0.29571 -2.66119 0.01 -0.06 -0.05 0.387
H -2.63421 -0.25189 -3.33159 -0.01 -0.02 0.00 0.552
H -4.57228 0.86490 -0.93976 0.00 0.04 0.07 0.390
H -3.35590 1.25857 0.24444 0.00 -0.02 0.02 0.396
H -4.87956 -1.39755 0.02534 0.01 0.01 0.01 0.298
H -5.04563 -0.18724 1.29933 -0.01 -0.01 0.00 0.394
H -3.55224 -1.12602 1.15560 -0.01 0.01 0.01 0.241
H -1.22866 1.70024 0.27910 -0.01 0.01 -0.02 0.379
H 0.07199 0.54737 0.39739 -0.05 0.02 0.05 -0.145
H -1.49297 0.19716 1.17863 0.00 -0.03 -0.02 0.368
H -0.88652 -0.86576 -2.61802 -0.03 -0.12 0.05 0.103
F 1.89043 1.58377 -1.56187 0.10 0.15 -0.04 -0.244
Sb 1.63149 3.54087 -1.53106 0.12 -0.43 0.03 2.328
F 0.04253 3.22040 -2.49607 0.01 0.07 0.06 -0.561
F 0.67122 3.23187 0.07426 0.07 0.13 -0.06 -0.548
F 1.37968 5.39391 -1.46061 0.00 -0.05 -0.01 -0.528
F 3.24339 3.58714 -0.55024 -0.14 0.08 -0.06 -0.554
F 2.59533 3.57801 -3.14910 -0.05 0.07 0.12 -0.548
O 2.00855 -2.76708 -1.79205 0.08 -0.43 -0.18 -0.823
```
Forces are in eV/Å.

Summary:
- Total energy: -4800.0177 hartree
- Net charge: 0
- LUMO (alpha / beta): -0.15 / -0.19 eV
- HOMO-LUMO gap (alpha / beta): 0.3426 / 0.3126 hartree
- 2S+1: 2

# 2
5 unconnected molecules or ions with the total composition C31H43N5O6P in a non-equilibrium geometry. Source: the Open Molecules 2025 dataset; level of theory: the ωB97M-V functional and the def2-TZVPD basis.

```
86
Properties=species:S:1:pos:R:3:forces:R:3:mulliken_charge:R:1
C -2.40649 0.42590 -3.39301 0.20 0.00 -0.51 -0.870
C -2.91631 -0.85686 -4.02960 -0.09 0.44 0.27 -0.752
C -3.36184 -1.93937 -3.05521 0.01 0.38 -0.24 -0.467
O -3.17814 -1.51863 -1.68161 -0.69 0.27 0.38 -0.459
C -3.18233 -2.53971 -0.75521 1.12 -0.90 -0.57 1.150
P -4.42007 -3.90047 -1.10104 -1.27 0.76 -0.58 0.668
O -5.67083 -3.34418 -1.59916 -0.07 0.37 0.05 -0.717
O -4.63010 -4.69575 0.25798 0.34 0.08 0.59 -0.573
O -3.73174 -4.93533 -2.04149 0.73 -0.48 0.04 -0.534
C -1.74490 -3.00967 -0.52855 0.18 0.53 0.73 -1.570
C -1.78664 -3.71706 0.81527 0.03 -1.10 -1.09 1.087
C -0.49182 -4.24142 1.42946 0.23 0.99 0.26 -1.452
C 0.77917 -3.45261 1.08556 0.01 -0.16 0.70 -0.432
C 1.48369 -2.90660 2.34722 0.09 -0.30 -0.51 -0.507
C 2.03491 -1.55461 2.07320 -0.95 1.37 0.11 0.305
O 1.29452 -0.62077 1.80032 0.83 -0.93 0.20 -0.656
O 3.35683 -1.44005 2.19898 0.18 -0.37 -0.72 -0.471
C -2.61086 -2.75041 1.62550 -0.49 -0.08 0.48 -1.125
N -3.48147 -2.00612 0.61760 0.07 0.75 0.58 0.327
H -1.75827 0.23654 -2.55434 0.15 0.02 0.41 0.022
H -3.21868 1.08464 -3.13080 -0.25 0.16 0.44 0.366
H -1.81496 0.95387 -4.12725 0.18 0.23 -0.22 0.444
H -3.76117 -0.59485 -4.64647 -0.30 0.00 -0.30 0.348
H -2.16758 -1.23979 -4.70278 0.35 -0.31 -0.13 0.384
H -2.78431 -2.83136 -3.24039 0.20 -0.46 0.11 0.384
H -4.40865 -2.14044 -3.20519 -0.36 -0.26 0.07 0.356
H -5.43873 -4.35705 0.66391 -0.29 -0.39 0.09 0.377
H -3.29620 -5.65335 -1.56245 0.04 -0.22 -0.24 0.399
H -1.22227 -2.07096 -0.36747 0.36 0.29 -0.32 0.425
H -1.27357 -3.50952 -1.35694 -0.07 -0.39 -0.29 0.382
H -2.35607 -4.61557 0.61218 -0.45 -0.18 0.43 0.100
H -0.59781 -4.19717 2.50570 -0.21 -0.18 0.38 0.536
H -0.38137 -5.28701 1.20609 0.05 -0.41 -0.31 0.581
H 1.48232 -4.11561 0.61103 0.22 -0.13 -0.49 0.472
H 0.57631 -2.62895 0.42060 -0.09 0.19 -0.27 0.207
H 2.25519 -3.60710 2.62324 0.24 -0.07 0.46 0.289
H 0.77314 -2.77543 3.14871 -0.18 -0.06 0.36 0.460
H 3.67282 -0.68718 1.67599 -0.08 0.37 0.25 0.316
H -3.28990 -3.21499 2.32279 -0.17 -0.40 0.15 0.322
H -2.01776 -2.07865 2.23081 0.22 0.60 -0.34 0.451
H -3.31596 -0.98096 0.66191 0.01 0.12 0.09 -0.111
H -4.45482 -2.09242 0.89586 -0.22 0.05 -0.22 0.552
N 2.92751 1.23387 -1.09008 -0.02 0.01 -0.04 -0.455
C 3.16494 2.17825 -2.00140 0.01 0.00 0.02 -0.482
C 2.18739 3.01979 -2.52255 0.03 0.01 0.05 -0.058
C 0.88303 2.87459 -2.07543 0.07 -0.03 -0.01 -0.776
C 0.62481 1.89185 -1.13315 -0.09 0.23 -0.19 0.145
C 1.66814 1.11075 -0.67910 -0.24 -0.27 0.21 -0.468
H 4.19433 2.26473 -2.32971 0.00 0.05 -0.03 0.381
H 2.44352 3.76904 -3.25967 0.01 -0.03 -0.07 0.292
H 0.09332 3.51182 -2.45380 0.01 0.00 -0.03 0.455
H -0.36415 1.71901 -0.73363 -0.04 0.05 -0.07 0.393
H 1.43916 0.36063 0.07089 0.31 0.13 -0.19 0.663
N 4.44447 -0.46669 7.39540 -0.01 0.00 0.00 -0.546
C 5.27511 -1.41434 7.82007 0.02 0.01 0.06 -0.253
C 5.70898 -2.46795 7.02792 -0.02 0.01 -0.02 -0.378
C 5.25092 -2.54175 5.72308 0.00 -0.02 -0.03 -0.384
C 4.38344 -1.56262 5.26326 -0.04 -0.02 0.02 0.015
C 4.01623 -0.55128 6.13940 -0.05 0.05 -0.02 -0.301
H 5.60847 -1.32187 8.84763 0.03 -0.03 0.00 0.347
H 6.38797 -3.20848 7.42699 0.01 0.00 0.02 0.364
H 5.56632 -3.34857 5.07349 0.01 0.00 0.00 0.395
H 3.99808 -1.57722 4.25094 0.14 0.00 0.23 0.373
H 3.34234 0.23754 5.82020 0.00 -0.02 -0.04 0.377
N -3.45105 0.92425 1.67933 0.15 -0.32 -0.18 -0.384
C -2.59425 1.64539 0.95296 0.03 -0.10 -0.02 0.189
C -2.04707 2.84241 1.37768 -0.03 0.06 0.01 -0.545
C -2.42166 3.33171 2.61836 -0.03 -0.03 0.03 -0.329
C -3.32262 2.60304 3.37947 0.02 -0.01 -0.05 -0.542
C -3.80341 1.40758 2.87184 -0.06 -0.07 0.04 -0.336
H -2.33347 1.22410 -0.01208 0.02 0.07 -0.07 0.224
H -1.34217 3.37633 0.75642 0.00 -0.02 -0.03 0.413
H -2.01587 4.26348 2.98807 0.00 0.01 0.00 0.417
H -3.64200 2.94917 4.35176 -0.02 -0.01 0.01 0.386
H -4.50279 0.80623 3.44091 0.00 0.03 0.04 0.389
N 2.40341 5.29389 -5.35880 0.01 0.04 0.06 -0.444
C 1.78600 6.38745 -4.91611 -0.05 -0.04 0.03 -0.016
C 2.15821 7.67637 -5.26323 0.01 0.00 -0.01 -0.514
C 3.23653 7.84157 -6.11686 0.01 0.03 -0.01 -0.174
C 3.89168 6.71532 -6.58613 -0.02 0.01 0.01 -0.441
C 3.43631 5.47056 -6.17991 0.02 -0.10 -0.02 -0.152
H 0.94836 6.21752 -4.24750 -0.01 0.05 0.00 0.314
H 1.61651 8.52670 -4.87348 -0.01 0.00 0.01 0.351
H 3.56022 8.83099 -6.41153 0.00 0.01 0.00 0.373
H 4.73757 6.79684 -7.25394 0.01 -0.02 -0.01 0.352
H 3.91994 4.56503 -6.52894 0.03 0.02 -0.02 0.355
```
Forces are in eV/Å.

Summary:
- Total energy: -2273.4752 hartree
- Net charge: +1
- Energy above the lowest of the compared OMol25 structures with the same formula, charge and spin: 0.0 kJ/mol
- LUMO: -2.69 eV
- HOMO-LUMO gap: 0.3092 hartree
- 2S+1: 1